Entry 1:
# C4H5NO3

The molecule C4H5NO3 (ωB97M-V/def2-TZVPD, the OMol25 dataset).

orbital gap = 0.375 Ha
calculated total energy = -11861.612 eV
relative energy (zero: lowest compared OMol25 entry of this formula, charge and spin) = 9.0 kcal/mol

```
! wB97M-V def2-TZVPD RIJCOSX def2/J DEFGRID3
* xyz 0 1
O 1.47 1.27 0.12
C 0.70 -1.10 0.06
N -2.91 -0.27 0.09
H 1.25 -2.06 0.20
O 2.91 -0.34 -0.09
O -1.23 1.30 -0.08
H 0.50 1.39 0.03
C -1.62 0.14 -0.08
H -1.20 -2.05 -0.02
H -3.17 -1.19 -0.20
H -3.62 0.44 -0.02
C 1.76 -0.04 -0.01
C -0.60 -1.07 -0.02
*
```

Entry 2:
# C24H44Cl3EuN4O3SSi

C24H44Cl3EuN4O3SSi as an isolated structure (ωB97M-V/def2-TZVPD, the OMol25 dataset).

orbital gap (alpha / beta) = 0.214 / 0.293 Ha
calculated total energy = -113319.379 eV
relative energy (zero: lowest compared OMol25 entry of this formula, charge and spin) = 76.6 kcal/mol

```
! wB97M-V def2-TZVPD RIJCOSX def2/J DEFGRID3
* xyz 0 7
Cl 2.17 0.91 -0.45
H -0.40 -2.46 3.91
C -0.36 1.01 -10.18
H -0.55 2.43 -6.91
H -2.29 -0.96 2.79
N -1.49 -3.76 -1.71
C 1.11 0.56 -8.31
N 0.67 0.12 2.26
H -2.08 0.56 -8.00
H -1.51 2.71 -5.43
C 0.21 5.63 -3.13
C 2.53 -2.59 -6.45
H -2.29 -1.12 -7.40
O 0.59 -0.27 -6.08
S -1.51 0.55 0.73
C 2.22 -3.59 -9.12
C 1.43 -0.39 3.40
N -1.32 -0.78 3.01
H -1.51 -5.83 -1.49
H -3.22 0.21 -6.67
C -1.44 -3.96 -3.16
Eu 0.48 0.41 -2.45
H 1.71 -4.33 -8.48
H -0.38 -0.83 -9.02
C -0.69 2.12 -5.86
H -2.04 -4.93 -0.04
H 2.47 -2.11 -5.46
H -0.45 -3.59 -3.53
H -1.47 -1.12 -3.72
C 1.55 -0.30 -7.13
H -2.93 -0.60 -4.52
H -0.36 6.56 -3.10
H 1.62 -1.55 -9.59
C 1.88 -2.20 -8.76
H 3.58 -2.84 -6.67
H -1.56 -5.03 -3.36
C 0.53 -0.64 4.60
H 1.90 3.54 -9.74
C 0.07 0.16 -9.15
H -2.22 -3.36 -3.66
H -1.19 0.70 -10.82
H 0.24 2.41 -5.35
C -0.21 3.35 -2.38
C -2.24 -0.06 -7.11
H -2.03 0.58 -3.56
H 2.20 0.34 3.64
C -1.36 -2.54 -1.15
H -1.61 -2.49 -0.08
H 3.30 -3.81 -9.09
O -0.93 2.32 -2.31
O -0.96 -1.53 -1.75
H 1.92 -1.33 3.11
C 1.76 1.78 -8.52
H 1.17 0.51 1.46
H -0.04 2.89 -11.19
H 1.99 -3.54 -6.37
Si -0.97 0.26 -5.77
H 1.08 -1.21 5.36
H 0.62 5.50 -4.15
H 1.04 5.68 -2.42
C -1.33 -4.94 -0.88
Cl 0.75 -2.14 -4.14
C -0.66 -0.06 2.06
H 0.88 3.29 -2.15
C -2.11 4.63 -3.07
H -2.35 5.69 -3.19
Cl 2.12 1.71 -4.09
C -1.92 -0.27 -4.25
C 0.29 2.23 -10.38
H -2.69 4.21 -2.23
H 2.46 0.13 -6.68
H -2.38 4.08 -3.98
N -0.68 4.53 -2.77
H -1.45 -1.47 4.96
H -0.31 -5.02 -0.46
C 1.36 2.60 -9.57
H 2.57 2.05 -7.84
H 0.22 0.31 5.03
C 1.96 -1.72 -7.51
C -0.70 -1.43 4.17
H 1.91 -3.77 -10.16
*
```

Entry 3:
# C21H29N3O4

The molecule C21H29N3O4 (ωB97M-V/def2-TZVPD, the OMol25 dataset).

orbital gap = 0.291 Ha
calculated total energy = -34909.224 eV
relative energy (zero: lowest compared OMol25 entry of this formula, charge and spin) = 26.5 kcal/mol

```
! wB97M-V def2-TZVPD RIJCOSX def2/J DEFGRID3
* xyz 0 1
C -4.11 -0.59 -0.28
H -2.69 2.07 1.32
C 4.75 0.73 -0.70
H -4.11 -2.60 -0.94
C -5.30 -0.02 -0.69
C 6.00 0.07 -1.28
C 2.50 1.69 -1.32
H -1.26 -5.74 0.46
C -4.59 2.05 0.35
C 3.85 1.20 -1.85
H -8.04 3.31 -0.97
C -3.14 0.15 0.46
H 1.60 -0.27 -1.06
O -0.70 1.61 1.92
H 4.34 2.00 -2.40
C -1.50 -5.41 -0.55
H 5.74 -0.76 -1.92
H 0.92 1.02 -0.03
H 1.83 1.92 -2.16
H -0.57 -5.28 -1.11
H 3.77 -1.20 -0.49
C -0.23 0.49 1.90
H 6.57 0.79 -1.86
H -2.14 -6.13 -1.05
H 6.64 -0.30 -0.48
H 3.68 0.37 -2.53
C -2.06 -0.74 0.71
H 1.57 1.08 2.83
C -2.41 -1.97 0.13
C 3.97 -0.30 0.13
H -4.79 3.08 0.60
H 2.63 2.60 -0.73
O -6.73 1.81 -0.81
N -3.65 -1.85 -0.46
C -5.55 1.31 -0.37
H 2.90 -0.99 2.27
C -1.62 -3.17 0.13
H -7.11 3.33 0.55
C 5.16 1.90 0.20
H 0.91 -0.46 3.40
H 5.91 1.57 0.92
H 4.30 2.26 0.76
C -3.41 1.49 0.77
O -0.52 -3.27 0.66
H 5.57 2.71 -0.39
H 1.62 -1.48 1.14
C 2.11 -0.61 1.62
N 2.74 0.26 0.65
C 1.11 0.15 2.51
H 4.59 -0.61 0.98
H -0.36 -1.49 1.41
H -6.34 3.84 -0.98
O -2.22 -4.19 -0.52
C -7.06 3.15 -0.52
N -0.87 -0.61 1.39
H -6.04 -0.58 -1.25
C 1.85 0.62 -0.45
*
```

Entry 4:
# H26NeO13

H26NeO13 as an isolated structure (ωB97M-V/def2-TZVPD, the OMol25 dataset).

orbital gap = 0.348 Ha
calculated total energy = -30549.301 eV
relative energy (zero: lowest compared OMol25 entry of this formula, charge and spin) = 21.3 kcal/mol

```
! wB97M-V def2-TZVPD RIJCOSX def2/J DEFGRID3
* xyz 0 1
H -2.34 -2.74 -3.08
H -1.00 -2.17 -2.68
H -0.49 -0.68 3.04
H 4.49 -0.40 -0.27
H -4.29 -0.78 -0.89
O -3.41 -1.00 -0.58
H 1.03 -2.20 -1.83
H -2.94 -1.28 -1.37
H -1.45 3.74 1.92
O -1.40 4.00 0.99
H 1.26 -3.43 -2.68
H 1.83 3.36 -0.30
H -2.06 0.02 1.92
O -2.31 -0.21 2.82
H -3.01 -0.85 2.71
Ne 0.61 0.23 -0.96
H -2.25 0.90 -0.51
O -1.87 1.26 0.29
H 1.67 -2.95 0.66
O -1.51 -3.35 -0.07
H -1.67 -2.71 -0.76
H 2.99 0.46 1.62
H -0.57 3.63 0.69
O 0.45 -0.79 3.18
H 1.37 2.13 0.47
O -0.16 4.27 -2.32
O 0.90 -2.55 -2.71
H 0.35 4.36 -3.12
O 2.27 1.05 1.85
H 2.38 -1.71 0.18
O 4.08 -1.08 0.27
O 1.05 2.83 -0.10
H 4.76 -1.33 0.90
H 2.70 1.83 2.21
O -1.95 -2.07 -2.53
H -0.58 -3.24 0.15
H 0.36 3.70 -1.76
O 1.59 -2.23 0.04
H -1.78 2.20 0.12
H 0.87 -0.20 2.55
*
```

Entry 5:
# C28H22LiN3P2S2

C28H22LiN3P2S2 as an isolated structure (ωB97M-V/def2-TZVPD, the OMol25 dataset).

orbital gap (alpha / beta) = 0.151 / 0.151 Ha
calculated total energy = -74314.350 eV
relative energy (zero: lowest compared OMol25 entry of this formula, charge and spin) = 0.0 kcal/mol

```
! wB97M-V def2-TZVPD RIJCOSX def2/J DEFGRID3
* xyz -2 1
C 1.97 -2.81 -0.87
P 0.09 1.63 0.72
H -4.04 -3.18 2.81
H -1.81 2.19 -1.57
P 0.11 -1.53 0.72
H 0.89 2.91 -4.82
C -1.39 2.59 1.18
C -1.88 -3.26 -0.40
H -4.46 2.34 2.66
H -1.30 0.04 -0.28
C 2.64 -3.17 -2.04
C -0.57 2.57 -3.28
C -3.61 4.17 1.93
C 3.42 -0.14 2.44
N -0.60 0.04 0.46
H 2.28 -3.28 0.07
C -1.40 3.98 0.96
C 0.72 2.68 -3.77
H -2.49 5.83 1.14
H 1.72 0.04 -0.96
C -1.45 -2.49 0.68
C 1.81 2.48 -2.92
H 0.93 -1.21 -4.23
C 1.22 -1.67 -3.29
N 6.07 -2.50 3.13
H -3.40 -4.57 -1.20
C 1.59 2.18 -1.57
H 2.79 -2.86 -4.17
S 3.96 0.04 0.81
C -0.79 2.27 -1.93
C -3.44 -3.20 1.90
C -3.86 -3.95 0.81
H -0.55 4.47 0.50
C 0.55 -1.33 -2.11
Li 1.72 0.04 0.72
C 0.29 2.07 -1.06
H -1.30 -3.32 -1.32
H -1.94 -1.89 2.71
H -4.78 -4.52 0.86
H 2.46 2.01 -0.93
S 1.81 0.04 3.03
C 4.49 -0.49 3.47
N 4.78 0.91 5.61
H 2.82 2.55 -3.30
H -2.53 0.95 2.04
C -2.25 -2.47 1.84
C -2.51 2.02 1.81
C 0.91 -1.89 -0.88
C 2.27 -2.59 -3.25
C 5.34 -1.60 3.25
C -3.61 2.80 2.18
C -3.08 -3.98 -0.34
H -1.42 2.73 -3.94
C -2.50 4.76 1.32
H 3.45 -3.89 -2.01
H -0.27 -0.62 -2.18
C 4.62 0.30 4.64
H -4.46 4.78 2.22
*
```

Entry 6:
# C3H5NO2

The molecule C3H5NO2 (ωB97M-V/def2-TZVPD, the OMol25 dataset).

orbital gap = 0.393 Ha
calculated total energy = -8776.082 eV
relative energy (zero: lowest compared OMol25 entry of this formula, charge and spin) = 37.2 kcal/mol

```
! wB97M-V def2-TZVPD RIJCOSX def2/J DEFGRID3
* xyz 0 1
H -0.94 -0.04 -1.10
H -1.47 -1.14 0.90
O 1.20 0.84 -1.09
H -2.24 0.89 -0.34
H 0.86 -1.50 1.10
N 0.53 -0.62 0.73
C 1.75 0.11 -0.31
C -0.72 -0.42 0.59
C -1.19 0.67 -0.27
H -0.58 1.58 -0.24
O 2.79 -0.37 0.02
*
```

Entry 7:
# C18H47BaN2O13P2

C18H47BaN2O13P2 as an isolated structure (ωB97M-V/def2-TZVPD, the OMol25 dataset).

orbital gap = 0.116 Ha
calculated total energy = -68299.360 eV
relative energy (zero: lowest compared OMol25 entry of this formula, charge and spin) = 121.2 kcal/mol

```
! wB97M-V def2-TZVPD RIJCOSX def2/J DEFGRID3
* xyz -1 1
H -0.72 2.29 5.39
H -0.26 4.63 4.86
H -0.77 2.79 -1.64
N -2.15 1.25 -1.65
H 0.74 4.82 -1.73
H -3.88 1.98 3.14
H 4.80 -5.36 -0.75
H -0.13 -3.58 4.28
C -0.16 -3.97 -0.37
O 4.70 1.90 1.03
H -3.25 4.03 2.10
O -0.84 4.44 2.85
H 0.70 -4.32 0.19
O 1.46 -1.67 -3.07
H 4.83 1.50 1.91
H 0.72 3.80 3.89
O 2.20 -3.94 -2.35
C -0.38 -3.45 3.23
C -4.20 2.15 2.12
H -1.63 -0.74 -0.93
H 0.80 6.55 -2.01
H 2.71 -2.50 2.30
H 3.70 -5.07 -2.86
H -3.46 3.38 0.48
Ba 2.35 0.99 -0.08
H -0.26 -4.35 2.62
H -5.24 2.47 2.07
C 3.78 -4.97 -0.76
O 0.11 -2.91 -1.31
C -1.32 0.30 -1.14
H 1.31 -3.24 -4.48
H 2.15 -2.65 3.99
H 3.57 -4.19 -0.03
O -0.97 4.67 0.20
C 3.63 -4.25 -2.15
H -3.98 0.05 -1.45
H 4.37 -3.46 -2.35
H -0.94 -3.42 -3.72
H -1.12 -5.93 -0.30
H 1.38 -1.77 -5.09
H -2.18 3.18 4.91
C 0.90 -2.26 -4.24
H -2.43 3.30 -1.62
H -0.28 -5.57 -1.83
C -0.15 5.87 0.00
C -0.88 -5.15 -1.02
H -1.22 -1.73 -3.85
H -3.71 0.67 -3.05
O 0.62 2.81 1.51
H -1.82 -4.88 -1.50
N 0.57 -2.48 2.71
C -0.64 -2.54 -4.29
H 4.10 0.63 -2.79
O -1.88 2.62 1.48
H -1.73 2.85 -3.10
C -1.21 2.82 4.57
H -0.70 5.80 -2.04
O 2.90 3.39 -0.78
C 0.20 -1.34 2.11
C -0.35 3.89 4.06
H -0.89 -1.18 2.06
H -4.31 1.27 1.47
H 0.76 5.64 0.56
C 1.95 -2.93 2.95
O -0.11 0.59 -0.81
P 1.62 -2.54 -1.72
P -0.63 3.62 1.48
H -1.42 -3.15 3.05
H -1.46 1.97 3.93
O 1.02 -0.70 1.44
O 4.27 0.90 -1.87
C -1.75 2.57 -2.05
C -3.20 3.12 1.51
H 3.12 -5.84 -0.70
C -3.54 0.89 -2.00
H -0.78 -3.50 0.40
H -0.56 6.85 0.23
H -4.27 1.64 -1.69
C 0.24 5.76 -1.50
H 2.13 3.50 -1.38
H -0.99 -2.73 -5.31
H 1.89 -4.02 2.95
O 2.47 -1.87 -0.70
*
```

Entry 8:
# C4H7NO

A 2-piece molecular cluster, C4H7NO overall (ωB97M-V/def2-TZVPD, the OMol25 dataset).

orbital gap = 0.333 Ha
calculated total energy = -7793.069 eV
relative energy (zero: lowest compared OMol25 entry of this formula, charge and spin) = 151.6 kcal/mol

```
! wB97M-V def2-TZVPD RIJCOSX def2/J DEFGRID3
* xyz 0 1
H -1.14 -0.69 -1.43
N 2.34 0.85 0.35
C -0.70 -0.72 -0.44
C -1.26 1.92 -0.88
O 0.23 0.31 -0.28
H -1.80 -2.29 0.38
H -0.60 -1.44 1.54
C 1.50 -0.04 0.07
H -1.87 1.66 0.02
H 3.24 0.42 0.55
C -1.04 -1.53 0.55
H -0.56 2.67 -0.47
H 1.65 -1.12 0.04
*
```

Entry 9:
# C41H51F9O28S

A 9-piece molecular cluster, C41H51F9O28S overall (ωB97M-V/def2-TZVPD, the OMol25 dataset).

orbital gap = 0.301 Ha
calculated total energy = -135964.706 eV

```
! wB97M-V def2-TZVPD RIJCOSX def2/J DEFGRID3
* xyz 0 1
O 2.87 1.16 1.93
H 0.18 10.21 -4.67
H -1.42 10.46 -2.83
O -4.26 6.86 -3.93
H 8.85 -8.33 -0.88
F 1.46 10.78 -3.23
H 1.83 -1.11 0.97
C -3.97 3.57 -1.36
H -2.15 -3.07 -1.33
H -5.71 -3.46 0.97
O 7.92 -8.31 0.97
C -1.77 5.90 -5.98
H 4.51 -6.68 4.65
O 1.54 11.71 1.72
H 0.60 -0.46 -0.17
H -6.72 3.25 -1.51
C 8.02 -7.84 -0.38
H -6.30 5.66 -1.41
H 4.01 11.37 -0.31
H 3.96 -8.93 3.84
C 4.41 2.69 1.20
C 3.27 2.52 2.17
O 3.97 -0.65 1.17
C 0.50 9.91 -3.67
C 3.05 11.76 0.01
H 1.24 -3.81 0.80
H -1.85 -1.83 4.66
O 4.96 1.38 1.14
C -0.90 -0.05 5.46
O -0.90 -2.08 6.50
H 2.45 3.20 1.98
C 0.78 -0.86 0.84
C -0.60 9.77 -2.66
C -1.99 -5.13 -1.92
H 2.11 -6.47 -0.50
C -6.02 3.67 -2.24
H -0.15 -0.08 4.67
C -1.12 -1.55 -2.84
H -0.97 -5.89 0.92
H -0.42 -0.97 -3.45
O 2.80 -7.66 2.64
H 1.12 -2.79 -0.60
O -4.42 4.82 -1.08
H -1.45 3.94 -5.09
C 3.94 0.52 1.39
H 0.52 -0.07 1.54
H -3.12 -2.27 -3.28
O 6.38 -9.43 -0.24
C 1.04 -6.30 -0.60
H -3.76 -3.96 -0.37
C -2.40 -4.42 1.30
C 0.53 -3.25 0.20
O -2.12 -5.77 -0.73
C 6.69 -8.24 -0.96
C 1.08 10.92 0.71
H -0.13 -2.37 2.04
H -2.48 -1.15 -4.52
F -1.57 5.85 -7.32
O 6.74 -9.98 1.92
C -1.40 -5.08 0.33
F 6.78 -8.54 -2.27
H -3.57 -2.65 0.74
F 6.07 -6.94 3.42
C 6.99 -9.31 0.98
H 4.61 -8.58 2.23
S -3.38 0.04 -2.61
H 5.89 -7.51 -0.81
H 2.87 12.71 -0.50
O -0.27 0.06 6.72
H 8.18 -6.76 -0.40
H -0.98 -3.56 -3.73
C -0.72 -3.02 -2.82
H -0.87 6.28 -5.49
H -2.77 0.12 -1.41
H -1.08 -1.14 -1.84
C 4.07 -8.16 3.08
F -1.70 1.03 5.27
F -1.36 -1.74 0.52
O 0.59 -1.51 8.09
O -2.29 -5.57 -2.94
O -3.66 -1.57 3.16
C -1.35 -3.76 -1.61
H 3.59 2.62 3.21
C 2.94 -6.34 2.40
H 0.84 -5.03 -2.23
H -5.23 -5.16 1.06
C -3.48 6.27 -4.60
O -4.81 2.93 -2.23
O -1.01 8.41 -2.86
H -2.68 -1.14 6.05
O 0.05 6.58 -3.62
C -4.95 -3.94 2.89
O -5.58 -2.68 3.24
C -4.81 -1.62 2.96
C 4.73 -6.91 3.60
H 0.37 -3.05 -2.70
F 3.29 13.12 1.93
H -5.30 -0.77 2.48
H -5.57 -4.72 3.33
O 1.99 10.85 -0.30
C -0.44 -4.22 -0.48
H -2.85 4.04 -6.17
H -1.90 -3.75 2.00
O 4.18 -5.90 2.78
C 0.55 -5.20 -1.19
C -4.96 -4.15 1.37
F -6.57 3.60 -3.48
O -3.09 5.00 -4.35
H -5.22 5.60 -2.82
C 2.93 11.89 1.51
O 1.05 8.60 -3.72
O 0.04 10.36 0.71
C -0.12 -1.21 7.20
H 3.48 11.13 2.07
H -3.96 -4.01 3.33
C -0.11 -2.09 0.99
C -2.54 -1.37 -3.45
O -2.86 6.77 -5.70
C 0.03 7.75 -3.41
F 5.34 3.54 1.68
H -0.25 9.89 -1.64
H -2.79 -5.24 1.92
C -2.25 4.58 -5.44
C -1.71 -1.31 5.60
H 4.11 3.00 0.20
C -3.63 -3.74 0.68
C -5.55 5.06 -1.92
H 0.31 -7.01 -0.23
O 2.10 -5.65 1.93
O -2.99 3.09 -0.90
*
```